# 1
The following is a quantum chemistry calculation of a gas-phase ion, CH6N3OS (charge +1) in a non-equilibrium geometry, from the Open Molecules 2025 dataset.

Cartesian coordinates (Å):
N1 -2.63854 -0.52996 -0.04160
S1 -1.67436 0.76547 0.08208
N2 -0.13805 -0.14037 0.23589
C1 1.01708 0.44577 0.08865
N3 2.08560 -0.38082 0.02703
O1 0.85500 1.76652 0.06897
H1 -2.86495 -0.99854 0.79000
H2 -3.02082 -0.75586 -0.95986
H3 -0.02676 -1.04970 0.63846
H4 1.87722 -1.31849 -0.19965
H5 2.96954 -0.00459 -0.31961
H6 1.55905 2.20056 -0.41036

Results
SMILES   NS/[NH+]=C(/N)O
E_tot   -679.13312 hartree
Gap between HOMO and LUMO   9.71 eV
Charge   +1

=====

# 2
The following is a quantum chemistry calculation of C4H7NO in the gas phase, from the Open Molecules 2025 dataset.

Cartesian coordinates (Å):
C1 -0.10110 -0.97963 1.22827
C2 0.72366 0.03097 0.46347
C3 0.92722 -0.09354 -1.01741
N1 0.13768 0.96991 -0.46534
C4 -1.17817 1.24632 -0.76860
O1 -1.62801 1.28639 -1.89193
H1 -0.76074 -0.49744 1.95653
H2 0.56466 -1.64678 1.78549
H3 -0.71330 -1.59592 0.56236
H4 1.54812 0.46290 1.03133
H5 1.87379 0.18013 -1.47510
H6 0.37931 -0.88206 -1.53169
H7 -1.77313 1.51875 0.12261

Results
SMILES   C[C@H]1CN1C=O
E_tot   -286.56775 hartree
Gap between HOMO and LUMO   10.69 eV